[1]
{
  "formula": "C44H88O28",
  "method": "ωB97M-V/def2-TZVPD",
  "species": ["C", "C", "O", "C", "O", "O", "C", "H", "H", "H", "H", "H", "H", "H", "H", "C", "C", "O", "C", "O", "O", "C", "H", "H", "H", "H", "H", "H", "H", "H", "C", "C", "O", "C", "O", "O", "C", "H", "H", "H", "H", "H", "H", "H", "H", "C", "C", "O", "C", "O", "O", "C", "H", "H", "H", "H", "H", "H", "H", "H", "C", "C", "O", "C", "O", "O", "C", "H", "H", "H", "H", "H", "H", "H", "H", "C", "C", "O", "C", "O", "O", "C", "H", "H", "H", "H", "H", "H", "H", "H", "C", "C", "O", "C", "C", "O", "H", "H", "H", "H", "H", "H", "H", "H", "C", "C", "O", "C", "C", "O", "H", "H", "H", "H", "H", "H", "H", "H", "C", "C", "O", "C", "C", "O", "H", "H", "H", "H", "H", "H", "H", "H", "C", "C", "O", "C", "C", "O", "H", "H", "H", "H", "H", "H", "H", "H", "C", "C", "O", "C", "C", "O", "H", "H", "H", "H", "H", "H", "H", "H"],
  "positions_angstrom": [[22.036, 16.886, 9.726], [22.484, 17.374, 8.370], [22.091, 18.717, 8.237], [22.707, 19.657, 8.952], [22.222, 20.775, 9.063], [23.921, 19.256, 9.378], [24.670, 20.424, 9.908], [20.943, 16.954, 9.778], [22.459, 17.346, 10.583], [22.294, 15.801, 9.750], [21.951, 16.863, 7.596], [23.519, 17.206, 8.142], [25.627, 20.076, 10.203], [24.152, 20.743, 10.859], [24.758, 21.244, 9.220], [12.212, 14.311, 17.484], [10.854, 14.622, 16.941], [10.074, 15.451, 17.872], [10.398, 16.741, 17.830], [11.361, 17.216, 17.251], [9.496, 17.422, 18.493], [9.657, 18.859, 18.680], [12.684, 15.159, 17.946], [12.781, 13.970, 16.605], [12.286, 13.504, 18.242], [10.303, 13.721, 16.851], [10.861, 15.231, 16.073], [9.417, 19.321, 17.692], [10.714, 19.055, 18.898], [8.940, 19.135, 19.460], [19.186, 9.427, 19.038], [18.652, 10.601, 19.785], [17.410, 10.938, 19.224], [17.351, 11.645, 18.057], [16.293, 11.856, 17.542], [18.574, 12.046, 17.669], [18.513, 12.765, 16.397], [19.278, 9.640, 17.991], [18.527, 8.588, 19.289], [20.197, 9.244, 19.358], [19.379, 11.490, 19.806], [18.511, 10.409, 20.878], [19.526, 12.773, 16.068], [18.015, 13.724, 16.579], [17.936, 12.184, 15.692], [18.410, 19.384, 7.853], [19.089, 19.880, 9.111], [18.226, 20.707, 9.919], [17.495, 20.036, 10.735], [17.387, 18.888, 10.986], [16.817, 21.000, 11.487], [16.080, 20.336, 12.577], [19.048, 18.977, 7.117], [17.903, 20.166, 7.283], [17.645, 18.622, 8.123], [20.045, 20.371, 8.967], [19.406, 19.060, 9.768], [15.283, 19.824, 11.971], [15.599, 21.081, 13.168], [16.722, 19.562, 12.958], [15.475, 11.416, 8.288], [16.079, 12.763, 8.558], [17.429, 12.570, 8.966], [18.138, 13.575, 9.414], [19.349, 13.515, 9.423], [17.393, 14.570, 9.885], [18.195, 15.680, 10.347], [15.314, 10.836, 9.216], [16.034, 10.819, 7.584], [14.518, 11.683, 7.872], [15.492, 13.232, 9.302], [16.134, 13.398, 7.646], [18.799, 16.172, 9.588], [18.877, 15.338, 11.109], [17.477, 16.389, 10.792], [19.205, 15.312, 14.410], [18.445, 16.604, 14.693], [17.759, 16.513, 15.963], [17.054, 17.623, 16.333], [17.012, 18.701, 15.835], [16.248, 17.265, 17.365], [16.421, 16.067, 18.126], [19.804, 15.056, 15.302], [19.896, 15.456, 13.615], [18.509, 14.508, 14.152], [17.652, 16.814, 13.986], [19.175, 17.418, 14.722], [16.246, 15.211, 17.477], [15.702, 16.133, 18.928], [17.449, 16.008, 18.464], [17.555, 21.833, 19.608], [17.742, 23.145, 18.849], [17.572, 22.856, 17.381], [18.686, 22.424, 16.816], [18.312, 21.968, 15.389], [19.734, 22.451, 17.401], [17.330, 21.977, 20.690], [18.487, 21.162, 19.468], [16.715, 21.290, 19.149], [16.928, 23.753, 19.106], [18.691, 23.666, 18.961], [19.036, 21.299, 14.906], [18.256, 22.845, 14.723], [17.376, 21.379, 15.471], [13.647, 19.928, 16.083], [14.912, 20.729, 16.454], [14.483, 22.063, 16.936], [14.037, 22.107, 18.180], [13.368, 23.390, 18.513], [14.104, 21.146, 18.889], [14.084, 18.935, 15.908], [13.104, 20.280, 15.164], [12.933, 19.897, 16.929], [15.494, 20.207, 17.232], [15.586, 21.046, 15.681], [13.947, 24.177, 18.911], [12.588, 23.134, 19.236], [12.972, 23.776, 17.521], [20.476, 12.184, 12.930], [21.948, 12.334, 13.197], [22.106, 13.733, 13.491], [23.365, 14.048, 14.045], [23.367, 15.512, 14.535], [24.233, 13.262, 14.015], [20.122, 12.876, 12.118], [19.916, 12.339, 13.883], [20.227, 11.201, 12.500], [22.384, 11.762, 13.993], [22.541, 12.189, 12.258], [23.981, 15.572, 15.468], [22.376, 15.896, 14.687], [23.842, 16.046, 13.705], [15.975, 13.291, 13.704], [15.490, 13.977, 15.018], [14.257, 14.672, 14.757], [14.278, 15.945, 14.295], [12.951, 16.600, 14.364], [15.285, 16.525, 13.918], [15.185, 12.840, 13.113], [16.720, 12.516, 13.897], [16.602, 14.016, 13.169], [15.285, 13.280, 15.802], [16.324, 14.688, 15.239], [12.850, 17.226, 13.428], [12.952, 17.356, 15.186], [12.227, 15.811, 14.426], [14.830, 14.602, 20.895], [16.144, 13.913, 20.742], [17.214, 14.866, 20.813], [18.419, 14.425, 21.164], [19.391, 15.581, 21.376], [18.751, 13.267, 21.349], [14.996, 15.671, 20.863], [14.288, 14.395, 21.806], [14.189, 14.300, 20.079], [16.321, 13.206, 21.587], [16.242, 13.373, 19.794], [20.163, 15.543, 20.596], [19.793, 15.439, 22.368], [18.950, 16.586, 21.313]],
  "smiles": "CCOC(=O)OC.CCOC(=O)OC.CCOC(=O)OC.CCOC(=O)OC.CCOC(=O)OC.CCOC(=O)OC.CCOC(C)=O.CCOC(C)=O.CCOC(C)=O.CCOC(C)=O.CCOC(C)=O",
  "largest_force_ev_per_a": 5.0,
  "gap_ev": 10.2
}

[2]
{
  "formula": "CHN3O3S",
  "method": "ωB97M-V/def2-TZVPD",
  "species": ["N", "C", "S", "N", "O", "N", "O", "O", "H"],
  "positions_angstrom": [[0.379, 2.715, -0.598], [0.757, 1.688, -0.926], [1.352, 0.113, -1.026], [0.091, -0.577, -0.238], [-1.109, -0.852, -1.022], [0.122, -0.844, 1.133], [-0.819, -1.428, 1.554], [1.076, -0.342, 1.668], [-1.850, -0.474, -0.544]],
  "smiles": "N#CSN(O)[N+](=O)[O-]",
  "largest_force_ev_per_a": 2.8,
  "gap_ev": 10.6,
  "relative_energy_kj_mol": 689.97
}

[3]
{
  "formula": "C44H45BrN6O5S3SiTa",
  "method": "ωB97M-V/def2-TZVPD",
  "species": ["Ta", "O", "C", "N", "C", "C", "C", "C", "C", "C", "N", "C", "O", "C", "C", "C", "C", "C", "N", "C", "C", "C", "C", "C", "N", "H", "H", "H", "H", "H", "H", "H", "H", "H", "H", "H", "H", "S", "C", "C", "C", "C", "N", "C", "C", "C", "S", "C", "N", "H", "H", "C", "C", "C", "C", "O", "Si", "S", "O", "C", "C", "C", "C", "O", "C", "C", "C", "C", "H", "H", "H", "H", "H", "H", "H", "H", "H", "H", "H", "H", "H", "H", "H", "H", "H", "H", "H", "H", "H", "H", "H", "H", "H", "H", "H", "Br", "C", "C", "C", "C", "C", "C", "H", "H", "H", "H"],
  "positions_angstrom": [[0.572, 0.269, -1.553], [0.574, 4.515, -2.118], [0.904, 3.371, -1.885], [0.347, 2.225, -2.398], [-0.721, 2.382, -3.337], [-0.771, 3.409, -4.276], [-1.801, 3.461, -5.200], [-2.785, 2.483, -5.186], [-2.742, 1.462, -4.254], [-1.709, 1.405, -3.312], [-1.517, 0.384, -2.365], [-2.523, -0.453, -2.075], [-3.700, -0.377, -2.415], [-2.100, -1.639, -1.279], [-3.051, -2.609, -1.014], [-2.676, -3.749, -0.337], [-1.353, -3.868, 0.058], [-0.470, -2.847, -0.235], [-0.821, -1.745, -0.907], [2.028, 3.129, -0.938], [2.720, 4.207, -0.415], [3.777, 3.959, 0.437], [4.106, 2.642, 0.712], [3.352, 1.627, 0.152], [2.314, 1.864, -0.655], [0.001, 4.159, -4.291], [-1.824, 4.263, -5.928], [-3.590, 2.508, -5.911], [-3.500, 0.700, -4.249], [-4.059, -2.433, -1.360], [-3.393, -4.531, -0.120], [-0.997, -4.740, 0.592], [0.556, -2.906, 0.079], [2.404, 5.200, -0.696], [4.338, 4.776, 0.876], [4.933, 2.390, 1.361], [3.578, 0.590, 0.340], [3.022, -0.097, -2.722], [3.220, -1.774, -2.338], [3.837, -2.661, -3.218], [4.045, -3.989, -2.873], [4.677, -4.887, -3.807], [5.190, -5.597, -4.554], [3.633, -4.452, -1.617], [3.006, -3.572, -0.738], [2.782, -2.246, -1.088], [2.003, -1.152, 0.047], [3.821, -5.824, -1.219], [3.946, -6.917, -0.880], [4.158, -2.304, -4.189], [2.702, -3.929, 0.239], [2.041, -1.603, 4.091], [0.538, -1.413, 3.925], [-0.060, -0.820, 5.202], [-0.131, -2.751, 3.612], [0.365, -0.554, 2.778], [-0.766, 0.578, 2.443], [-0.599, 1.267, 0.463], [-0.652, 1.872, 3.453], [0.257, 2.976, 3.566], [0.136, 3.456, 5.007], [-0.150, 4.099, 2.618], [1.684, 2.525, 3.271], [-2.214, -0.093, 2.816], [-3.577, 0.343, 2.639], [-4.048, 0.004, 1.231], [-3.709, 1.844, 2.897], [-4.382, -0.441, 3.663], [2.248, -2.449, 4.751], [2.502, -0.705, 4.513], [2.488, -1.790, 3.113], [0.126, -1.498, 6.039], [-1.139, -0.680, 5.095], [0.389, 0.147, 5.429], [-0.193, -3.367, 4.513], [0.444, -3.294, 2.856], [-1.139, -2.574, 3.229], [-0.878, 3.818, 5.195], [0.845, 4.266, 5.206], [0.341, 2.630, 5.693], [-1.171, 4.425, 2.840], [-0.118, 3.760, 1.583], [0.527, 4.951, 2.734], [1.991, 1.736, 3.962], [2.373, 3.369, 3.373], [1.756, 2.133, 2.253], [-3.424, 0.503, 0.487], [-5.084, 0.323, 1.087], [-3.986, -1.074, 1.067], [-3.203, 2.412, 2.108], [-3.251, 2.107, 3.852], [-4.764, 2.128, 2.910], [-4.242, -1.513, 3.500], [-5.446, -0.207, 3.572], [-4.049, -0.196, 4.676], [-0.545, -2.550, -7.842], [-0.149, -1.892, -6.098], [-0.343, -2.706, -5.002], [-0.083, -2.202, -3.730], [0.394, -0.908, -3.519], [0.630, -0.141, -4.674], [0.343, -0.607, -5.949], [-0.693, -3.722, -5.132], [-0.248, -2.870, -2.893], [1.066, 0.847, -4.596], [0.513, 0.021, -6.814]],
  "total_charge": -1,
  "largest_force_ev_per_a": 1.2,
  "gap_ev": 6.7,
  "relative_energy_kj_mol": 54.53
}

[4]
{
  "formula": "C39H29AsF3N4OSTa",
  "method": "ωB97M-V/def2-TZVPD",
  "species": ["Ta", "C", "C", "C", "C", "N", "C", "C", "C", "C", "C", "C", "N", "C", "C", "C", "C", "C", "N", "H", "H", "H", "H", "H", "H", "H", "H", "H", "H", "H", "F", "C", "F", "F", "C", "C", "C", "C", "N", "C", "S", "H", "H", "H", "O", "As", "C", "C", "C", "C", "C", "C", "C", "C", "C", "C", "C", "C", "C", "C", "C", "C", "C", "C", "H", "H", "H", "H", "H", "H", "H", "H", "H", "H", "H", "H", "H", "H", "H"],
  "positions_angstrom": [[0.514, 0.518, -0.133], [0.365, 4.063, 2.480], [-0.983, 4.376, 2.556], [-1.915, 3.567, 1.909], [-1.473, 2.475, 1.194], [-0.152, 2.173, 1.122], [0.746, 2.947, 1.764], [-2.350, 1.552, 0.446], [-3.729, 1.614, 0.412], [-4.420, 0.678, -0.349], [-3.727, -0.297, -1.054], [-2.347, -0.314, -0.980], [-1.682, 0.597, -0.239], [-1.469, -1.288, -1.656], [-1.917, -2.292, -2.485], [-0.995, -3.164, -3.058], [0.354, -3.010, -2.778], [0.747, -1.986, -1.944], [-0.142, -1.128, -1.392], [1.115, 4.672, 2.967], [-1.315, 5.245, 3.111], [-2.968, 3.805, 1.964], [1.788, 2.661, 1.678], [-4.268, 2.370, 0.963], [-5.502, 0.708, -0.390], [-4.265, -1.025, -1.644], [-2.971, -2.407, -2.694], [-1.334, -3.955, -3.716], [1.099, -3.669, -3.203], [1.790, -1.823, -1.710], [4.095, 1.520, -3.773], [3.719, 2.775, -3.488], [4.411, 3.174, -2.410], [4.006, 3.560, -4.506], [2.233, 2.797, -3.173], [1.328, 3.570, -3.896], [-0.023, 3.552, -3.564], [-0.444, 2.759, -2.518], [0.428, 2.015, -1.814], [1.734, 2.041, -2.137], [2.658, 0.993, -1.014], [1.685, 4.182, -4.716], [-0.737, 4.147, -4.115], [-1.486, 2.703, -2.227], [1.180, -0.425, 1.285], [2.284, -1.017, 2.665], [3.964, -0.419, 2.077], [4.670, -1.177, 1.135], [5.886, -0.706, 0.670], [6.388, 0.505, 1.138], [5.675, 1.262, 2.062], [4.454, 0.807, 2.536], [1.573, -0.068, 4.137], [2.401, 0.112, 5.245], [1.868, 0.670, 6.398], [0.528, 1.032, 6.440], [-0.295, 0.834, 5.334], [0.220, 0.275, 4.177], [2.002, -2.875, 2.699], [0.686, -3.345, 2.745], [0.468, -4.698, 2.922], [1.550, -5.563, 3.074], [2.853, -5.084, 3.052], [3.092, -3.730, 2.866], [4.286, -2.125, 0.780], [6.453, -1.289, -0.043], [7.348, 0.858, 0.785], [6.080, 2.196, 2.426], [3.910, 1.386, 3.270], [3.440, -0.193, 5.229], [2.498, 0.808, 7.267], [0.116, 1.455, 7.347], [-1.344, 1.093, 5.391], [-0.430, 0.090, 3.330], [-0.155, -2.667, 2.670], [-0.542, -5.083, 2.968], [1.372, -6.619, 3.231], [3.684, -5.760, 3.195], [4.108, -3.358, 2.884]],
  "total_charge": 4,
  "largest_force_ev_per_a": 0.3,
  "gap_ev": 6.4,
  "relative_energy_kj_mol": 0.00
}